This record from the OMol25 dataset describes the ion C7H10BrO3P with charge -2 in a non-equilibrium geometry. The level of theory is ωB97M-V/def2-TZVPD.

Summary:
2S+1 ... 1
E ... -92894.583 eV
HOMO energy ... -0.00206 Eh
Net charge ... -2
ΔE to the lowest compared entry with this formula, charge and spin ... 0.00 kJ/mol
Orbital gap ... 5.52 eV

Geometry (Å):
1 C -1.291 -1.962 1.682
2 C -1.442 1.658 -1.151
3 C -0.382 -1.783 0.709
4 C -0.103 1.625 -0.952
5 C 0.682 -0.656 0.991
6 C 0.723 0.491 -1.249
7 C 1.556 0.085 -0.079
8 O 3.386 0.860 1.965
9 O 1.625 2.482 1.123
10 O 3.475 1.872 -0.457
11 P 2.733 1.442 0.772
12 Br 2.700 -1.444 -0.844
13 H -2.097 -2.703 1.678
14 H -1.250 -1.326 2.632
15 H -2.192 2.426 -0.924
16 H -1.797 0.676 -1.553
17 H -0.501 -2.401 -0.257
18 H 0.478 2.340 -0.359
19 H 1.610 -0.940 1.683
20 H 0.092 0.170 1.467
21 H 0.312 -0.516 -1.642
22 H 1.405 0.764 -2.023